12
Properties=species:S:1:pos:R:3:forces:R:3 method="wB97M-V/def2-TZVPD" charge=+1 lumo_ev=-4.7971 homo_lumo_gap_ev=10.8 largest_force_ev_per_a=2.71 smiles="O=C1NC=[NH+][C@@H]1O" relative_energy_ev=0.000 e_tot_ev=-10259.6765
C -0.6795 -1.1768 -0.3465 -1.241 -1.463 0.608
C 1.2518 -0.0780 0.0919 -0.234 -0.310 -0.191
C 0.0501 0.8812 0.3895 0.504 0.279 -0.437
N 0.5974 -1.3329 -0.1459 1.437 -2.070 -0.991
N -1.1275 -0.0702 0.1173 -1.057 1.530 0.304
O 2.4154 0.1124 0.1078 -0.457 0.123 0.077
O -0.0417 1.9292 -0.5186 0.369 -1.008 0.629
H -1.3295 -1.9721 -0.7553 0.456 0.548 0.249
H 0.3490 1.1687 1.4430 -1.555 -0.135 -0.747
H 0.9671 -2.2801 -0.3262 0.605 1.134 0.006
H -2.1473 0.0965 0.0015 1.262 0.748 0.307
H -0.3053 2.7221 -0.0585 -0.090 0.624 0.185



12
Properties=species:S:1:pos:R:3:forces:R:3 method="wB97M-V/def2-TZVPD" charge=0 lumo_ev=0.6290 homo_lumo_gap_ev=9.1 largest_force_ev_per_a=5.20 smiles="NP1N=CC=CO1" relative_energy_ev=1.254 e_tot_ev=-17507.6384
C 1.3873 -0.0361 -0.3356 3.445 0.231 1.705
C 1.0059 1.2413 -0.3792 0.522 -0.105 -0.040
C 0.6144 -1.0982 -0.7307 1.650 -1.120 0.150
N -0.6339 -1.1554 -0.8779 -2.916 -0.093 -0.496
N -2.2821 0.1092 0.5358 -0.119 -1.943 4.818
O -0.1029 1.5090 -0.9104 -2.882 1.300 -0.489
P -1.6258 0.1616 -0.9176 1.345 1.566 -2.486
H 2.4022 -0.1800 0.0732 -0.562 -0.438 -0.494
H 1.7186 2.0153 -0.0665 -0.515 0.270 -0.030
H 1.1926 -1.9911 -0.8909 -0.007 -0.831 0.002
H -1.8390 -0.6580 1.1438 -0.865 1.653 -0.953
H -2.9621 0.6531 1.1193 0.904 -0.490 -1.689



11
Properties=species:S:1:pos:R:3:forces:R:3 method="wB97M-V/def2-TZVPD" charge=0 lumo_ev=0.8002 homo_lumo_gap_ev=9.6 largest_force_ev_per_a=3.55 smiles=Pn1ccnc1 relative_energy_ev=0.690 e_tot_ev=-15459.6328
C 0.5219 -0.8923 -1.5230 0.355 1.713 3.087
C 1.1459 -0.3817 -0.3691 0.117 -0.715 -0.286
C -0.9858 -0.3426 -0.1001 -0.162 0.090 -0.995
N -0.8347 -0.7783 -1.3048 0.498 -1.062 -1.184
N 0.1849 -0.0502 0.5279 -2.395 -0.301 0.081
P 0.0685 1.0377 1.9124 0.797 -0.504 -0.237
H 1.0029 -1.2160 -2.4020 0.117 -0.408 -0.825
H 2.0591 -0.3439 0.1652 1.631 -0.124 -0.943
H -1.9597 -0.1616 0.2612 -0.689 0.280 0.770
H -1.3170 1.0001 1.7744 -0.387 0.113 0.521
H 0.1139 2.1291 1.0578 0.117 0.918 0.011



12
Properties=species:S:1:pos:R:3:forces:R:3 method="wB97M-V/def2-TZVPD" charge=+1 lumo_ev=-6.4656 homo_lumo_gap_ev=5.8 largest_force_ev_per_a=4.87 relative_energy_ev=3.769 e_tot_ev=-27831.8456
C 0.9223 1.3906 0.5098 -1.404 -2.902 -0.190
C 1.1438 1.7800 -0.8183 -0.047 0.601 -2.908
C -0.5409 -0.3350 -0.1234 1.440 -0.027 -3.163
N 0.2775 0.3222 0.8168 0.749 1.862 0.942
N -0.8003 -1.6240 0.4588 -1.520 -1.079 4.503
S 1.5613 2.7298 -1.9243 -0.074 -0.424 0.615
S -0.0085 -0.6514 -1.8815 0.485 1.489 1.591
H 1.3392 2.0261 1.2274 0.773 0.649 1.320
H -1.3780 0.2762 -0.2345 -1.819 0.694 0.141
H -0.2253 -1.5499 1.3591 -0.831 -0.920 -1.092
H -0.5388 -2.3657 -0.1125 1.743 -1.537 -1.657
H -1.7524 -1.9991 0.7226 0.505 1.593 -0.102



11
Properties=species:S:1:pos:R:3:forces:R:3 method="wB97M-V/def2-TZVPD" charge=0 lumo_ev=1.1366 homo_lumo_gap_ev=9.5 largest_force_ev_per_a=0.58 smiles=Nc1cc[nH]n1 relative_energy_ev=0.576 e_tot_ev=-7661.8792
N 0.4658 -1.2008 1.6021 0.039 0.019 -0.045
C 0.1630 -0.3158 0.5623 0.021 0.121 -0.062
N 0.7409 0.8736 0.5177 -0.091 -0.259 -0.056
N 0.2837 1.4367 -0.6258 -0.146 0.159 -0.120
C -0.5952 0.6414 -1.2735 -0.054 0.045 0.116
C -0.7314 -0.5013 -0.5313 -0.099 0.165 0.087
H 0.5844 -2.1573 1.2935 -0.097 0.150 -0.002
H 1.3001 -0.8928 2.0899 -0.182 -0.040 -0.012
H 0.3227 2.4385 -0.7123 0.308 -0.117 -0.131
H -1.0201 0.9024 -2.2326 -0.113 0.165 0.248
H -1.5138 -1.2245 -0.6900 0.415 -0.409 -0.023



11
Properties=species:S:1:pos:R:3:forces:R:3 method="wB97M-V/def2-TZVPD" charge=0 lumo_ev=0.9602 homo_lumo_gap_ev=10.5 largest_force_ev_per_a=1.26 relative_energy_ev=4.440 e_tot_ev=-7658.0157
C -1.8610 -0.2631 0.0036 -0.174 -0.088 0.110
N -0.7373 0.1714 -0.8282 0.278 -0.109 -0.175
C 1.5888 1.1823 0.8160 0.440 -0.299 -0.113
C 2.4757 0.4344 0.4991 -0.353 0.356 0.186
N 0.8936 -1.4344 -1.3970 -0.932 0.798 0.294
N 0.0723 -0.7106 -1.1048 0.644 -0.642 -0.271
H -1.5531 -0.9819 0.7694 -0.020 0.084 -0.047
H -2.2644 0.6258 0.4897 0.048 -0.125 -0.070
H -2.6473 -0.7095 -0.6127 0.038 0.022 0.068
H 0.7992 1.8481 1.0829 0.133 -0.085 -0.036
H 3.2588 -0.2299 0.2094 -0.103 0.088 0.054



11
Properties=species:S:1:pos:R:3:forces:R:3 method="wB97M-V/def2-TZVPD" charge=0 lumo_ev=0.3720 homo_lumo_gap_ev=9.8 largest_force_ev_per_a=2.90 smiles="C/N=C(/N)C#N" relative_energy_ev=2.210 e_tot_ev=-7660.2452
C -1.1616 1.1296 -0.4609 0.113 0.513 -0.224
N -0.6417 0.0868 0.3502 0.202 0.399 -0.438
C 0.4959 -0.5044 0.2421 -0.641 0.623 -0.104
N 0.3804 -1.7246 0.8129 -0.333 0.152 -0.002
C 1.7043 -0.0115 -0.3910 0.747 0.402 -0.575
N 2.6622 0.4199 -0.8760 -0.975 -0.439 0.500
H -0.3723 1.7515 -0.8844 -0.043 0.243 -0.182
H -1.7547 0.6903 -1.2759 0.116 0.163 0.117
H -1.8330 1.7373 0.1502 0.095 0.059 -0.179
H -0.6517 -1.3827 1.0772 1.433 -2.364 0.877
H 1.1720 -2.1922 1.2555 -0.714 0.248 0.211



11
Properties=species:S:1:pos:R:3:forces:R:3 method="wB97M-V/def2-TZVPD" charge=0 lumo_ev="0.1302 / 0.1303" homo_lumo_gap_ev="9.2 / 9.2" largest_force_ev_per_a=2.48 relative_energy_ev=4.560 e_tot_ev=-7657.8960
C -2.0067 -0.5149 0.1071 -0.045 0.144 0.089
C -0.8705 -0.6037 -0.7861 0.473 -2.100 -0.670
N -0.0821 -1.1121 -1.4623 -0.241 0.853 0.067
N 2.8443 0.0777 0.7387 0.923 0.065 -0.924
N 1.9748 0.8427 0.3069 -1.276 -1.842 1.068
C 0.7721 0.9300 0.1104 0.610 2.115 0.141
H -1.7252 0.0024 1.0194 -0.087 0.016 0.059
H -2.7962 0.0308 -0.4070 -0.267 -0.213 0.251
H -2.2474 -1.5699 0.3148 -0.359 0.571 0.036
H 3.6695 0.6320 0.8970 0.612 0.294 0.636
H 0.4814 1.3228 -0.8333 -0.343 0.098 -0.753



11
Properties=species:S:1:pos:R:3:forces:R:3 method="wB97M-V/def2-TZVPD" charge=0 lumo_ev=0.6665 homo_lumo_gap_ev=10.4 largest_force_ev_per_a=2.56 smiles=Cn1cncn1 relative_energy_ev=2.427 e_tot_ev=-7660.0286
C 0.5055 -0.8822 -1.4449 -0.073 0.730 0.156
N -0.1487 0.0098 -0.3836 0.254 1.329 1.199
C -0.3043 -0.4527 0.8509 0.000 -0.038 0.432
N -0.5397 0.3953 1.8177 -0.042 0.428 0.092
C -0.4983 1.6372 1.2372 0.094 -1.255 -0.352
N -0.2627 1.7135 -0.0501 0.355 -2.500 -0.410
H -0.1482 -1.2050 -2.2725 -0.184 0.606 0.560
H 1.3573 -0.3644 -1.8828 -0.108 0.174 0.076
H 0.9122 -1.8250 -1.0177 -0.442 0.838 0.337
H -0.2137 -1.4813 1.1758 0.004 -0.285 -0.715
H -0.6593 2.4548 1.9702 0.143 -0.027 -1.374



11
Properties=species:S:1:pos:R:3:forces:R:3 method="wB97M-V/def2-TZVPD" charge=0 lumo_ev=0.7907 homo_lumo_gap_ev=9.8 largest_force_ev_per_a=0.45 smiles="[H]/N=C1/CNC=N1" relative_energy_ev=0.523 e_tot_ev=-7661.9323
N -0.2753 -1.7823 -1.2280 0.125 0.300 -0.164
C -0.0419 -0.6529 -0.7062 -0.043 -0.446 0.019
C 0.2029 -0.5633 0.7892 -0.014 -0.156 0.018
N -0.0668 0.8482 1.0107 0.028 0.097 -0.037
C -0.0781 1.4366 -0.2210 -0.040 -0.003 -0.022
N -0.0728 0.6566 -1.2523 -0.059 -0.050 0.235
H -0.4757 -1.7233 -2.2232 0.068 0.217 -0.063
H -0.4905 -1.2606 1.2572 0.045 0.264 0.311
H 1.2313 -0.8308 1.0620 -0.134 0.029 -0.092
H 0.2030 1.3456 1.8438 0.019 -0.055 -0.157
H -0.1194 2.5224 -0.2898 0.006 -0.196 -0.050



11
Properties=species:S:1:pos:R:3:forces:R:3 method="wB97M-V/def2-TZVPD" charge=0 lumo_ev=1.0346 homo_lumo_gap_ev=10.7 largest_force_ev_per_a=0.57 smiles="C/N=C/N=C=N" relative_energy_ev=1.335 e_tot_ev=-7661.1208
C 0.6664 -1.7607 0.5696 0.078 -0.207 0.073
N 0.2609 -0.4890 0.0227 -0.269 0.276 0.268
C -0.4793 0.2588 0.7214 0.242 -0.328 -0.135
N -0.9350 1.5033 0.2515 0.088 0.186 -0.439
C -0.6699 1.8485 -0.9026 -0.035 0.082 -0.172
N -0.5771 2.1969 -2.0605 -0.189 -0.099 0.530
H 0.3188 -2.5554 -0.0990 0.068 0.079 0.119
H 1.7603 -1.8072 0.5863 -0.150 -0.028 0.015
H 0.2850 -1.9579 1.5834 0.036 0.060 -0.129
H -0.8300 0.0237 1.7329 0.067 -0.007 -0.169
H 0.1998 2.7390 -2.4058 0.064 -0.013 0.040



11
Properties=species:S:1:pos:R:3:forces:R:3 method="wB97M-V/def2-TZVPD" charge=0 lumo_ev=1.0547 homo_lumo_gap_ev=9.4 largest_force_ev_per_a=2.28 smiles=Nc1cc[nH]n1 relative_energy_ev=2.085 e_tot_ev=-7660.3709
N -0.2177 1.7385 -1.1273 -0.035 -0.018 0.157
C -0.1388 0.5817 -0.3627 -0.252 -0.141 -0.028
N -1.0287 -0.3755 -0.5558 0.294 0.040 -0.294
N -0.5962 -1.4139 0.2167 0.023 -0.370 -0.146
C 0.5299 -1.1160 0.8620 -0.336 -0.367 -0.137
C 0.8767 0.2007 0.5982 -0.654 -0.440 0.417
H 0.6590 2.2118 -1.2965 -0.119 -0.197 0.201
H -0.7414 1.6010 -1.9847 0.036 0.067 0.279
H -1.2525 -2.1335 0.4652 0.148 -0.224 -0.367
H 1.0741 -1.7740 1.5287 -0.568 -0.090 0.131
H 0.8356 0.4791 1.6561 1.464 1.739 -0.213



11
Properties=species:S:1:pos:R:3:forces:R:3 method="wB97M-V/def2-TZVPD" charge=0 lumo_ev="0.3254 / 0.3256" homo_lumo_gap_ev="9.0 / 9.0" largest_force_ev_per_a=8.44 smiles="NC1=NCN=C1" relative_energy_ev=2.518 e_tot_ev=-7659.9373
C -0.1369 -1.0414 0.0205 0.379 -0.868 -0.188
C 0.6178 0.1347 0.0725 -5.450 6.406 0.704
C -1.6396 0.5032 0.0759 -0.532 0.504 -0.161
N -1.4097 -0.8816 0.0638 0.126 -2.150 -0.228
N -0.4540 1.2463 0.2319 5.728 -3.176 -0.625
N 1.9476 0.1427 -0.0963 2.485 0.946 0.180
H 0.5161 -1.8922 -0.1748 -1.177 -0.928 0.209
H -1.9870 0.6858 -0.9600 -0.132 0.032 0.060
H -2.5269 0.7865 0.6916 0.938 -0.050 -0.038
H 2.4576 -0.6224 0.3417 -0.399 0.097 -0.329
H 2.6149 0.9383 -0.2670 -1.966 -0.813 0.414



11
Properties=species:S:1:pos:R:3:forces:R:3 method="wB97M-V/def2-TZVPD" charge=0 lumo_ev=0.8623 homo_lumo_gap_ev=10.5 largest_force_ev_per_a=4.95 relative_energy_ev=3.392 e_tot_ev=-7659.0633
C -1.7625 -0.0803 0.6333 -2.457 -0.479 0.554
C -0.3302 -0.0025 0.1004 -1.122 0.140 -0.940
C 1.7950 0.0492 0.0910 -1.383 0.848 0.415
H -2.6825 0.1628 -0.4271 3.102 -0.764 3.778
H -2.0418 -1.4014 1.1542 0.924 4.444 -1.732
H -1.8411 0.7810 1.6244 -0.085 -2.884 -3.273
H 2.8320 0.2515 0.3112 -0.105 -0.331 0.328
H 1.9353 0.1582 -2.0303 -1.414 -0.565 1.395
N 0.7189 0.1144 0.8884 2.722 -0.530 1.750
N 1.3500 -0.0313 -1.1713 1.577 0.830 -0.792
N 0.0271 -0.0016 -1.1742 -1.759 -0.709 -1.484



11
Properties=species:S:1:pos:R:3:forces:R:3 method="wB97M-V/def2-TZVPD" charge=0 lumo_ev=0.9323 homo_lumo_gap_ev=10.0 largest_force_ev_per_a=0.28 smiles=Nc1ccn[nH]1 relative_energy_ev=0.565 e_tot_ev=-7661.8908
N -1.8673 0.0475 0.1874 -0.025 -0.127 -0.120
C -0.4633 0.0608 0.0374 0.268 0.080 -0.001
C 0.4810 -0.9150 -0.2037 -0.093 -0.018 0.006
C 1.7148 -0.2378 -0.1200 0.124 0.076 -0.018
N 1.5564 1.0561 0.1247 -0.021 -0.243 -0.049
N 0.2299 1.2115 0.2209 -0.231 -0.020 0.011
H -2.1468 -0.7760 0.7075 -0.052 0.111 -0.037
H -2.3476 0.0277 -0.7061 0.061 0.050 0.082
H 0.2916 -1.9546 -0.4362 0.072 0.172 0.141
H 2.7140 -0.6423 -0.2139 -0.134 0.060 -0.058
H -0.1627 2.1221 0.4019 0.031 -0.141 0.043



11
Properties=species:S:1:pos:R:3:forces:R:3 method="wB97M-V/def2-TZVPD" charge=0 lumo_ev=0.7239 homo_lumo_gap_ev=9.6 largest_force_ev_per_a=0.61 relative_energy_ev=5.046 e_tot_ev=-7657.4093
N 1.7868 0.0391 1.8202 0.091 0.105 -0.095
C 0.1892 -0.4622 0.0639 0.055 -0.066 -0.158
N -0.0455 -0.5366 -1.1481 0.109 -0.248 0.547
N -1.0755 0.2926 -1.6538 -0.431 0.069 0.145
C -2.2066 0.4370 -1.0238 0.310 0.119 -0.501
C 0.5687 -0.5213 1.3150 -0.157 -0.169 -0.268
H 2.5369 -0.6118 1.6023 0.024 0.135 0.190
H 2.0155 0.9122 1.3613 -0.049 0.014 0.010
H -0.8607 0.5334 -2.6190 -0.111 -0.002 0.122
H -2.8532 0.9825 -1.7365 0.076 0.088 0.157
H -0.0556 -1.0648 2.0185 0.083 -0.046 -0.149



11
Properties=species:S:1:pos:R:3:forces:R:3 method="wB97M-V/def2-TZVPD" charge=0 lumo_ev=0.8630 homo_lumo_gap_ev=10.6 largest_force_ev_per_a=0.22 smiles=Cn1ccnn1 relative_energy_ev=1.203 e_tot_ev=-7661.2528
C 1.2364 -0.0800 1.1306 0.017 0.011 0.031
N 0.1937 0.1611 0.1511 -0.109 -0.055 -0.122
C -0.5970 -0.7070 -0.5246 0.033 0.106 0.061
C -1.4009 0.1005 -1.2857 -0.057 0.053 -0.049
N -1.0635 1.3959 -1.0481 0.062 -0.145 0.040
N -0.1012 1.4242 -0.1832 -0.070 -0.137 0.014
H 1.3547 0.8546 1.6793 0.070 -0.161 -0.018
H 0.9312 -0.8739 1.8181 0.056 0.137 -0.156
H 2.1834 -0.3425 0.6479 -0.201 0.015 0.067
H -0.5371 -1.7802 -0.4163 0.040 0.201 0.046
H -2.2006 -0.1518 -1.9664 0.159 -0.024 0.085



11
Properties=species:S:1:pos:R:3:forces:R:3 method="wB97M-V/def2-TZVPD" charge=0 lumo_ev="0.6212 / 0.6213" homo_lumo_gap_ev="8.2 / 8.2" largest_force_ev_per_a=0.58 relative_energy_ev=3.136 e_tot_ev=-7659.3195
N -0.7975 -1.7289 0.1657 0.060 0.052 0.194
C -0.2675 -0.4223 0.1500 0.125 0.121 0.062
C 0.5564 0.0377 -0.9690 -0.043 0.063 0.052
N 1.0092 1.2314 -0.9613 -0.031 -0.240 -0.118
C -0.6195 1.7274 1.1530 -0.069 -0.571 -0.009
N -0.5551 0.4901 1.0075 -0.009 0.533 -0.129
H -1.4704 -1.8460 0.9129 0.030 0.017 -0.092
H -0.0882 -2.4494 0.2466 -0.047 0.106 -0.038
H 0.7016 -0.6881 -1.7764 -0.001 0.155 0.038
H 1.4940 1.4568 -1.8292 -0.036 -0.072 0.106
H 0.0371 2.1913 1.9000 0.022 -0.164 -0.066



11
Properties=species:S:1:pos:R:3:forces:R:3 method="wB97M-V/def2-TZVPD" charge=0 lumo_ev=0.8910 homo_lumo_gap_ev=10.4 largest_force_ev_per_a=0.57 smiles=Cc1c[nH]nn1 relative_energy_ev=0.985 e_tot_ev=-7661.4710
C -1.6991 -0.2656 0.0625 0.206 -0.002 0.035
C -0.1994 -0.1392 0.1586 -0.385 0.010 -0.005
N 0.4964 -0.7111 1.1911 -0.133 0.275 -0.217
N 1.7515 -0.4372 1.0638 -0.045 -0.031 -0.252
N 1.8889 0.2966 -0.0413 0.009 0.226 -0.448
C 0.6909 0.5206 -0.6561 -0.117 -0.372 0.415
H -2.1053 0.4122 -0.6930 0.098 -0.090 0.074
H -2.0065 -1.2860 -0.1927 0.151 0.155 0.010
H -2.1657 -0.0236 1.0224 0.137 -0.002 -0.126
H 2.8201 0.5493 -0.3425 -0.252 0.032 0.099
H 0.5284 1.0841 -1.5729 0.332 -0.201 0.415



11
Properties=species:S:1:pos:R:3:forces:R:3 method="wB97M-V/def2-TZVPD" charge=0 lumo_ev=0.9907 homo_lumo_gap_ev=8.9 largest_force_ev_per_a=0.51 smiles=Nc1c[nH]cn1 relative_energy_ev=0.115 e_tot_ev=-7662.3402
N -0.6704 1.8006 0.7680 -0.045 -0.119 -0.014
C -0.3203 0.5750 0.1675 0.186 -0.104 0.111
C -0.2178 -0.6719 0.7434 -0.106 0.069 -0.002
N 0.3234 -1.4862 -0.2488 -0.136 0.186 -0.159
C 0.4616 -0.7102 -1.3433 0.228 0.060 -0.155
N 0.0607 0.5235 -1.1474 0.377 0.014 0.222
H -0.4583 2.5903 0.1650 -0.094 -0.353 -0.027
H -0.2000 1.9401 1.6547 -0.161 -0.113 -0.129
H -0.6057 -1.0673 1.6670 0.278 0.080 0.062
H 0.6739 -2.4333 -0.1823 -0.329 0.337 0.193
H 0.9544 -1.0627 -2.2350 -0.198 -0.057 -0.102